This record from the OMol25 dataset describes C4H7F2N as an isolated structure at a distorted geometry. The level of theory is ωB97M-V/def2-TZVPD.

Positions of all 14 atoms, in Å:
F  -1.302  -0.725  -1.073
F  0.110  1.288  -1.340
N  1.521  -1.310  -0.636
C  1.179  -0.220  0.327
C  -0.256  0.125  0.828
C  0.442  1.109  -0.115
C  -1.499  -0.227  0.225
H  0.264  -1.960  -0.724
H  -0.249  0.642  1.832
H  -2.174  0.694  0.241
H  1.604  -0.467  -1.595
H  0.865  2.079  0.276
H  1.829  -0.079  1.134
H  -2.335  -0.949  0.620

Forces on atoms 1 to 6 (eV/Å):
F -0.3 0.4 0.1
F -1.2 0.0 -3.5
N -4.4 2.4 -2.6
C -2.6 0.3 -0.9
C 2.6 2.4 0.7
C 3.6 -0.1 4.7

As for the energy relative to the best compared isomer or geometry (same formula, charge and spin): 113.1 kcal per mole. As for the molar mass: 107.1 g mol⁻¹. The calculation puts the LUMO energy at 0.703 eV.

---

This record from the OMol25 dataset describes C4H7F2N as an isolated structure at a distorted geometry. The level of theory is ωB97M-V/def2-TZVPD.

Positions of all 14 atoms, in Å:
F  2.446  -1.001  0.393
F  2.270  1.224  0.219
N  -0.183  -1.453  0.559
C  0.833  -0.158  -1.283
C  0.059  -0.221  0.015
C  1.964  0.017  -0.327
C  -0.608  1.060  0.554
H  -0.197  1.964  0.403
H  -0.604  0.908  1.604
H  0.816  0.781  -1.847
H  0.910  -0.960  -1.963
H  -0.390  -2.135  -0.171
H  0.377  -1.783  1.247
H  -1.776  1.064  0.162

Forces on atoms 1 to 6 (eV/Å):
F 0.9 0.0 -0.2
F 0.4 -0.6 -0.6
N -2.9 0.2 -3.0
C 0.5 1.9 0.8
C 2.3 2.7 -2.1
C -3.2 -0.1 1.8

As for the energy relative to the best compared isomer or geometry (same formula, charge and spin): 64.4 kcal per mole. As for the molar mass: 107.1 g mol⁻¹. The calculation puts the LUMO energy at 0.830 eV.

---

This record from the OMol25 dataset describes C4H7F6IrN3O5S2 as an isolated structure at a distorted geometry. The level of theory is ωB97M-V/def2-TZVPD.

Positions of all 28 atoms, in Å:
Ir  -0.876  0.553  -0.411
S  0.304  -0.334  1.936
S  2.175  -0.655  0.065
F  2.393  -3.250  0.242
F  1.209  0.009  4.330
F  0.411  -1.963  3.918
F  0.718  -2.573  -0.948
F  2.735  -2.421  -1.729
F  -0.933  -0.278  4.154
O  3.520  -0.258  -0.117
O  0.084  1.102  1.684
O  -1.891  2.655  -1.906
O  1.166  0.134  -0.699
O  -0.782  -1.137  1.332
N  -2.130  -0.635  -1.475
N  -2.887  0.343  -0.733
N  1.740  -0.812  1.565
C  0.507  2.771  -1.911
C  -0.842  2.160  -1.602
C  2.006  -2.356  -0.639
C  0.257  -0.671  3.743
H  -3.603  0.000  -0.099
H  -2.374  -0.707  -2.459
H  -3.254  1.073  -1.346
H  0.906  3.191  -0.986
H  1.213  2.027  -2.266
H  0.369  3.569  -2.639
H  -2.140  -1.536  -1.003

Forces on atoms 1 to 6 (eV/Å):
Ir 1.3 -0.9 0.4
S -0.4 -0.5 -0.5
S 0.1 0.4 -0.2
F 0.1 -0.1 0.0
F 0.1 0.1 0.2
F 0.0 -0.1 0.1

The charge is +1. As for the energy relative to the best compared isomer or geometry (same formula, charge and spin): 18.5 kcal per mole. As for the molar mass: 547.5 g mol⁻¹. The calculation puts the LUMO energy at -4.734 eV.